# 1
Below is 21 unconnected molecules or ions with the total composition C27H37Cl60NO2S2, with properties calculated with the ωB97M-V functional and the def2-TZVPD basis.

Summary:
orbital gap: 9.330 eV
DFT total energy: -29663.998254 Ha
LUMO energy: 0.11 eV
HOMO energy: -9.2 eV

Bonds (Å) are listed after each position.
Element x y z (Å)
1 N -3.3939 -4.1191 0.6285  C2 1.474, H13 1.016, H14 1.015
2 C -2.7411 -3.7755 -0.6475  N1 1.474, C3 1.539, H15 1.096, H16 1.096
3 C -1.4816 -4.5919 -0.9864  C2 1.539, C4 1.534, H17 1.095, H18 1.099
4 C -1.2204 -4.7260 -2.4918  C3 1.534, C5 1.521, H19 1.097, H20 1.098
5 C -0.0391 -5.6313 -2.8059  C4 1.521, O6 1.420, H21 1.098, H22 1.100
6 O 1.1444 -4.9708 -2.3820  C5 1.420, C7 1.396
7 C 2.3260 -5.5798 -2.8072  O6 1.396, S8 1.835, C9 1.550, H23 1.103
8 S 2.6552 -7.2355 -2.0883  C7 1.835, H24 1.345
9 C 3.5012 -4.5838 -2.6331  C7 1.550, O10 1.407, H25 1.094, H26 1.095
10 O 3.2385 -3.4503 -1.8428  C9 1.407, C11 1.402
11 C 3.0194 -3.6221 -0.4685  O10 1.402, S12 1.837, H27 1.092, H28 1.096
12 S 4.4495 -4.4184 0.3643  C11 1.837, H29 1.344
13 H -2.7242 -3.9832 1.3807  N1 1.016
14 H -3.5881 -5.1157 0.6435  N1 1.015
15 H -3.4915 -3.8517 -1.4427  C2 1.096
16 H -2.4583 -2.7223 -0.5367  C2 1.096
17 H -0.6094 -4.1060 -0.5365  C3 1.095
18 H -1.5832 -5.5938 -0.5460  C3 1.099
19 H -2.1116 -5.1097 -3.0030  C4 1.097
20 H -0.9868 -3.7364 -2.9066  C4 1.098
21 H 0.0223 -5.8058 -3.8885  C5 1.098
22 H -0.1298 -6.5977 -2.2876  C5 1.100
23 H 2.2512 -5.8279 -3.8792  C7 1.103
24 H 3.3150 -6.8482 -0.9821  S8 1.345
25 H 3.7434 -4.1718 -3.6171  C9 1.094
26 H 4.3832 -5.1213 -2.2689  C9 1.095
27 H 2.8842 -2.6165 -0.0659  C11 1.092
28 H 2.1169 -4.1978 -0.2357  C11 1.096
29 H 3.7307 -5.2181 1.1703  S12 1.344
30 C -4.2553 -0.7385 1.4043  Cl31 1.765, Cl32 1.767, Cl33 1.760, H34 1.085
31 Cl -5.6915 0.2637 1.6209  C30 1.765
32 Cl -3.3370 -0.2212 -0.0138  C30 1.767
33 Cl -3.2417 -0.7069 2.8431  C30 1.760
34 H -4.5731 -1.7631 1.2408  C30 1.085
35 C -7.4247 -2.1143 4.2745  Cl36 1.762, Cl37 1.761, Cl38 1.766, H39 1.082
36 Cl -6.7065 -0.7980 5.2003  C35 1.762
37 Cl -6.2008 -2.9783 3.3488  C35 1.761
38 Cl -8.3217 -3.2063 5.3334  C35 1.766
39 H -8.1263 -1.6855 3.5709  C35 1.082
40 C -4.6076 -6.7692 5.5422  Cl41 1.760, Cl42 1.767, Cl43 1.763, H44 1.082
41 Cl -6.1567 -5.9574 5.7414  C40 1.760
42 Cl -3.8353 -6.2585 4.0374  C40 1.767
43 Cl -3.5482 -6.4750 6.9205  C40 1.763
44 H -4.7857 -7.8347 5.4816  C40 1.082
45 C -4.2021 3.3281 -0.5239  Cl46 1.759, Cl47 1.767, Cl48 1.763, H49 1.082
46 Cl -5.7087 4.2353 -0.5757  C45 1.759
47 Cl -3.3749 3.3674 -2.0845  C45 1.767
48 Cl -3.1465 3.9219 0.7574  C45 1.763
49 H -4.4358 2.2935 -0.3108  C45 1.082
50 C -1.2697 7.4619 1.4258  Cl51 1.760, Cl52 1.770, Cl53 1.763, H54 1.082
51 Cl -2.6685 8.5146 1.6068  C50 1.760
52 Cl -0.3309 7.9040 -0.0082  C50 1.770
53 Cl -0.2663 7.4838 2.8749  C50 1.763
54 H -1.6251 6.4504 1.2797  C50 1.082
55 C 1.2565 -2.0528 3.0942  Cl56 1.761, Cl57 1.763, Cl58 1.766, H59 1.082
56 Cl 2.2687 -3.4827 3.2716  C55 1.761
57 Cl 2.1811 -0.7061 2.4301  C55 1.763
58 Cl -0.1509 -2.3985 2.0844  C55 1.766
59 H 0.9009 -1.7651 4.0748  C55 1.082
60 C 6.2475 -7.0667 3.2575  Cl61 1.762, Cl62 1.761, Cl63 1.765, H64 1.082
61 Cl 6.8820 -5.5543 2.6127  C60 1.762
62 Cl 5.9465 -6.9423 4.9884  C60 1.761
63 Cl 4.7772 -7.5277 2.3974  C60 1.765
64 H 6.9870 -7.8405 3.0965  C60 1.082
65 C 1.9160 10.4526 1.4829  Cl66 1.761, Cl67 1.760, Cl68 1.766, H69 1.082
66 Cl 0.4827 11.1307 2.2486  C65 1.761
67 Cl 2.5512 11.5424 0.2563  C65 1.760
68 Cl 3.1436 10.0539 2.6886  C65 1.766
69 H 1.6223 9.5346 0.9915  C65 1.082
70 C -3.0079 1.0184 -5.0562  Cl71 1.761, Cl72 1.765, Cl73 1.765, H74 1.082
71 Cl -4.6255 1.5098 -5.5492  C70 1.761
72 Cl -3.0165 -0.6229 -4.4065  C70 1.765
73 Cl -1.8614 1.1569 -6.3903  C70 1.765
74 H -2.6815 1.6819 -4.2664  C70 1.082
75 C 10.4330 -4.2522 2.5074  Cl76 1.763, Cl77 1.763, Cl78 1.762, H79 1.082
76 Cl 11.1869 -3.8354 4.0453  C75 1.763
77 Cl 10.9821 -3.1798 1.2198  C75 1.763
78 Cl 10.7303 -5.9388 2.0928  C75 1.762
79 H 9.3640 -4.1233 2.6159  C75 1.082
80 C 7.7866 -7.4279 -2.1111  Cl81 1.763, Cl82 1.767, Cl83 1.762, H84 1.082
81 Cl 8.1684 -5.7407 -1.7734  C80 1.763
82 Cl 8.1630 -8.4659 -0.7310  C80 1.767
83 Cl 6.1005 -7.6072 -2.5890  C80 1.762
84 H 8.4098 -7.7489 -2.9355  C80 1.082
85 C 0.7019 14.3162 5.3917  Cl86 1.763, Cl87 1.757, Cl88 1.769, H89 1.082
86 Cl 1.3660 15.5492 6.4627  C85 1.763
87 Cl 1.9634 13.2950 4.7200  C85 1.757
88 Cl -0.5085 13.3368 6.2314  C85 1.769
89 H 0.2038 14.8190 4.5730  C85 1.082
90 C 0.5381 11.7176 -3.4405  Cl91 1.762, Cl92 1.763, Cl93 1.765, H94 1.082
91 Cl 0.0218 10.6320 -2.1526  C90 1.762
92 Cl 0.1586 13.3923 -3.0398  C90 1.763
93 Cl 2.2602 11.5246 -3.7736  C90 1.765
94 H -0.0064 11.4568 -4.3382  C90 1.082
95 C 0.5874 0.6534 -9.4271  Cl96 1.764, Cl97 1.764, Cl98 1.762, H99 1.082
96 Cl 1.9762 1.2099 -8.4928  C95 1.764
97 Cl -0.1461 1.9891 -10.3164  C95 1.764
98 Cl 1.0418 -0.6562 -10.5149  C95 1.762
99 H -0.1494 0.2697 -8.7332  C95 1.082
100 C -4.3195 13.5192 7.1413  Cl101 1.760, Cl102 1.768, Cl103 1.761, H104 1.083
101 Cl -4.3294 12.7564 5.5548  C100 1.760
102 Cl -5.2794 15.0038 7.1323  C100 1.768
103 Cl -4.8890 12.4111 8.3856  C100 1.761
104 H -3.2989 13.7946 7.3751  C100 1.083
105 C 0.2950 -7.3654 1.8502  Cl106 1.768, Cl107 1.760, Cl108 1.762, H109 1.083
106 Cl -1.2586 -6.9335 2.5748  C105 1.768
107 Cl 0.8908 -6.0718 0.8155  C105 1.760
108 Cl 1.4777 -7.7584 3.0960  C105 1.762
109 H 0.1449 -8.2430 1.2343  C105 1.083
110 C -0.1166 -4.0470 -7.2409  Cl111 1.766, Cl112 1.763, Cl113 1.763, H114 1.082
111 Cl -0.6587 -5.5715 -6.5327  C110 1.766
112 Cl -0.6287 -2.6810 -6.2509  C110 1.763
113 Cl 1.6325 -4.0487 -7.4607  C110 1.763
114 H -0.5786 -3.9493 -8.2145  C110 1.082
115 C 3.0419 -2.2586 -13.9436  Cl116 1.763, Cl117 1.761, Cl118 1.766, H119 1.082
116 Cl 3.0321 -3.1531 -15.4629  C115 1.763
117 Cl 2.2633 -0.6898 -14.1263  C115 1.761
118 Cl 2.2799 -3.1986 -12.6573  C115 1.766
119 H 4.0731 -2.0904 -13.6624  C115 1.082
120 C 1.3192 -8.2572 6.6552  Cl121 1.763, Cl122 1.765, Cl123 1.763, H124 1.083
121 Cl 1.8020 -6.9996 7.7927  C120 1.763
122 Cl 2.7278 -9.1315 6.0502  C120 1.765
123 Cl 0.1553 -9.3614 7.3854  C120 1.763
124 H 0.8397 -7.7777 5.8113  C120 1.083
125 C -8.3518 16.8242 5.6618  Cl126 1.764, Cl127 1.762, Cl128 1.763, H129 1.082
126 Cl -8.4939 18.3621 6.5135  C125 1.764
127 Cl -9.8385 15.8874 5.7944  C125 1.762
128 Cl -7.9087 17.0747 3.9741  C125 1.763
129 H -7.5589 16.2576 6.1308  C125 1.082

Atomic partial charges in e from the Löwdin method, atoms 1 to 8:
1 N 0.003
2 C -0.284
3 C -0.226
4 C -0.169
5 C -0.238
6 O -0.183
7 C -0.626
8 S 0.737



# 2
Below is 2 unconnected molecules or ions with the total composition C2H6I2N2OP at a distorted geometry, with properties calculated with the ωB97M-V functional and the def2-TZVPD basis.

Summary:
total charge: +1
orbital gap: 9.274 eV
energy relative to the best compared isomer or geometry (same formula, charge and spin): 45.4 kcal per mole
DFT total energy: -1200.944079 Ha
LUMO energy: -4.16 eV
HOMO energy: -13.4 eV

Bonds (Å) are listed after each position.
Element x y z (Å)
1 C -2.5608 0.8787 -0.3359  N3 1.285, O5 1.256, I7 2.080
2 C 0.1748 -0.0996 -0.3966  N4 1.448, P6 1.858, H9 1.051
3 N -1.8209 -0.1548 -0.1464  C1 1.285, I8 2.037
4 N 0.5150 -1.4418 -0.8202  C2 1.448, H10 0.982, H12 1.002
5 O -2.0127 1.9689 -0.6353  C1 1.256, H11 1.041
6 P 0.7159 0.4410 1.2964  C2 1.858, H13 1.374, H14 1.490
7 I -4.6318 1.0699 -0.3086  C1 2.080
8 I -2.3386 -2.0257 0.4700  N3 2.037
9 H 0.2294 0.5203 -1.2440  C2 1.051
10 H 0.2781 -1.8644 -1.6743  N4 0.982
11 H -0.9887 1.9581 -0.8207  O5 1.041
12 H 1.0314 -2.0735 -0.2382  N4 1.002
13 H -0.2010 1.4602 1.3858  P6 1.374
14 H -0.1742 -0.4218 2.1232  P6 1.490

Atomic partial charges in e from the natural (NBO) method, atoms 1 to 8:
1 C 0.460
2 C -0.062
3 N -0.692
4 N -0.772
5 O -0.631
6 P 0.379
7 I 0.294
8 I 0.456



# 3
Below is 2 unconnected molecules or ions with the total composition C2H3ClS at a distorted geometry, with properties calculated with the ωB97M-V functional and the def2-TZVPD basis.

Summary:
orbital gap: 10.280 eV
energy relative to the best compared isomer or geometry (same formula, charge and spin): 45.4 kcal per mole
DFT total energy: -936.284416 Ha
SMILES: C#CCl.S
LUMO energy: 0.67 eV
HOMO energy: -9.6 eV

Bonds (Å) are listed after each position.
Element x y z (Å)
1 C -0.9585 1.0072 -0.0635  C2 1.179, H4 1.052
2 C -0.9783 0.8796 1.1087  C1 1.179, Cl3 1.655
3 Cl -0.7658 0.5027 2.7065  C2 1.655
4 H -1.2518 0.9853 -1.0732  C1 1.052
5 S 1.0140 -1.6103 -1.0947  H6 1.325, H7 1.377
6 H 1.9702 -0.8844 -1.6557  S5 1.325
7 H 0.9702 -0.8800 0.0719  S5 1.377

The net atomic charges from natural (NBO), expressed in e, are:
1 C -0.241
2 C -0.122
3 Cl 0.115
4 H 0.245
5 S -0.296
6 H 0.140
7 H 0.159